Record 1
This record from the Open Molecules 2025 dataset describes a molecular structure, C6H7AgLiO3 at a distorted geometry. The level of theory is wB97M-V/def2-TZVPD.

Output
E (eV): -16672.070
Orbital gap (Eh): 0.236
HOMO (hartree): -0.40845
Charge: +1
Molar mass (g mol⁻¹): 241.93

Atoms and positions in Å:
H: 1.515 -1.510 -1.567
C: -1.161 -0.646 -0.324
H: 3.121 -0.070 -0.241
C: -0.264 -1.758 -0.245
Ag: 0.208 1.752 1.054
O: 1.533 -0.107 1.295
C: 1.396 -1.372 -0.482
C: 2.008 0.003 -0.210
H: -0.324 -2.161 0.777
H: -0.548 -2.545 -0.956
O: 1.437 1.061 -0.707
C: -2.595 1.542 -0.154
C: -1.920 0.314 -0.217
H: 2.017 -2.192 -0.090
H: 1.942 -0.802 1.817
H: -3.565 1.625 -0.671
O: -2.092 2.550 0.387
Li: -2.708 4.313 0.533

Atom charges from the natural (NBO) analysis, given in e for atoms 1 to 8:
1 H 0.21
2 C 0.36
3 H 0.14
4 C -0.55
5 Ag 0.89
6 O -0.92
7 C -0.39
8 C 0.39

Record 2
This record from the Open Molecules 2025 dataset describes a molecular structure, C3H4LiO4Pr at a distorted geometry. The level of theory is wB97M-V/def2-TZVPD.

Output
E (eV): -25634.521
Orbital gap (spin up / spin down) (Eh): 0.224 / 0.301
Multiplicity: 4
HOMO (spin up / spin down) (hartree): -0.37960 / -0.46248
Charge: +1
Molar mass (g mol⁻¹): 251.91

Atoms and positions in Å:
C: 0.763 -1.089 -0.382
H: -1.009 2.177 -0.124
H: -2.109 0.252 -1.001
O: -0.142 -0.358 -1.067
C: -0.878 1.278 0.512
H: -1.606 1.383 1.340
C: -1.287 0.048 -0.304
H: -1.553 -0.772 0.377
Li: 2.471 -2.574 0.142
Pr: 2.453 1.483 0.013
O: 1.991 -0.731 -0.587
O: 0.487 -2.201 0.106
O: 0.418 1.104 0.976

Atom charges from the Mulliken analysis, given in e for atoms 1 to 8:
1 C 1.21
2 H 0.24
3 H 0.30
4 O -0.32
5 C -0.36
6 H 0.28
7 C -0.39
8 H 0.29

Record 3
This record from the Open Molecules 2025 dataset describes a molecular structure, C48H49N8O2SSeW. The level of theory is wB97M-V/def2-TZVPD.

Output
E (eV): -144576.246
Orbital gap (spin up / spin down) (Eh): 0.254 / 0.254
HOMO (spin up / spin down) (hartree): -0.56078 / -0.56084
Charge: +3
Molar mass (g mol⁻¹): 1064.84

Atoms and positions in Å:
H: -5.680 -1.542 -2.070
H: 2.234 6.169 0.417
H: 3.376 2.045 -4.894
N: 1.715 2.918 -0.105
C: -5.278 0.045 2.736
C: -4.076 0.776 -0.057
H: -0.539 -2.653 1.336
H: -4.776 0.246 -3.559
C: 5.151 -1.832 -6.763
C: 3.640 -1.807 -4.745
H: 0.812 -2.412 -1.023
C: 1.534 4.153 0.379
C: -2.797 3.368 3.102
C: 4.242 0.285 -5.762
C: -2.275 3.294 1.788
C: -4.798 -0.974 -1.772
H: -2.126 -3.804 -0.326
H: -1.290 -4.912 1.846
C: -2.051 -4.128 1.805
C: -1.307 2.309 1.500
C: -2.133 3.982 -0.508
H: 4.156 5.687 -1.085
H: -2.424 -6.274 0.052
H: 4.473 3.369 -1.972
C: 3.622 0.155 1.280
N: 2.618 1.307 -1.289
C: 2.730 2.665 -0.935
C: 2.868 -1.142 -3.812
H: 1.948 2.681 2.533
H: 6.949 -0.371 1.887
H: -5.939 -0.289 -0.062
N: 0.070 0.423 2.085
H: 4.653 -1.781 -7.733
C: 4.339 -1.109 -5.732
N: 2.084 -1.165 -0.007
H: -3.802 -5.598 -0.816
H: -0.924 -2.750 3.065
H: -3.646 -3.499 0.501
C: -1.420 1.500 3.766
C: 4.903 0.350 1.814
H: 2.474 -4.208 -1.352
H: -3.533 4.127 3.333
H: -5.773 0.898 -1.334
C: -4.119 -0.449 2.142
C: -2.784 -4.176 0.468
C: -3.264 -5.582 0.130
H: 2.308 -1.692 -3.070
C: -2.381 -0.867 0.824
H: 0.689 4.313 1.039
H: -3.834 -1.232 -3.696
H: -5.129 -1.857 5.546
S: 1.834 1.126 -2.723
H: 4.770 0.839 -6.527
H: 3.692 -2.888 -4.725
H: -0.393 -0.488 2.065
C: 5.709 -1.648 0.735
H: -5.896 0.793 2.259
H: 5.286 -2.880 -6.507
H: 4.828 -3.838 -0.621
C: -3.673 -1.958 3.997
O: 0.733 0.259 -2.221
N: -0.760 2.172 0.251
H: -6.504 -0.140 4.467
C: 3.470 0.969 -4.844
H: -2.780 2.549 5.066
H: -0.745 2.817 -1.695
H: -3.279 1.051 -0.746
H: 6.132 -1.372 -6.879
H: -3.077 -2.722 4.476
H: -2.416 4.612 -1.339
C: 5.071 1.424 2.701
C: 2.769 -3.300 -0.846
C: 5.960 -0.562 1.491
Se: -1.158 -0.765 -0.628
C: -1.343 -2.799 2.059
C: 2.793 0.244 -3.866
C: -5.609 -0.483 3.966
C: -2.379 2.492 4.063
C: 3.470 4.896 -0.810
N: -3.492 -0.131 0.942
H: -4.150 -1.697 -1.260
C: 1.818 -2.299 -0.643
H: 4.092 3.045 3.718
C: -2.667 4.153 0.737
H: 0.817 0.332 2.766
H: -3.394 4.933 0.929
H: -4.396 1.671 0.477
C: -5.236 0.113 -0.795
C: 3.658 3.617 -1.307
C: -3.338 -1.422 2.754
N: -2.263 -1.662 1.904
H: -1.110 0.807 4.540
C: -1.187 2.968 -0.717
H: 6.041 1.602 3.148
C: 4.062 -3.095 -0.438
C: 4.387 -1.910 0.244
C: 3.349 -1.000 0.480
C: -4.110 -0.426 -3.016
H: 6.491 -2.358 0.502
C: -4.820 -1.468 4.585
C: -0.894 1.423 2.508
H: -3.195 0.123 -2.780
C: 2.397 5.172 0.035
H: -3.936 -5.962 0.900
W: 0.966 0.789 0.025
H: -2.745 -4.340 2.621
O: 1.475 2.396 -3.269
N: 2.599 1.017 1.511
C: 3.999 2.231 3.014
C: 2.787 2.017 2.370

Atom charges from the Mulliken analysis, given in e for atoms 1 to 8:
1 H 0.47
2 H 0.52
3 H 0.53
4 N 0.25
5 C -0.90
6 C -1.02
7 H -0.06
8 H 0.39

Question: Among the records above, which one has the highest E?
Answer: C6H7AgLiO3

Question: Among the records above, which one has the highest E?
Answer: C6H7AgLiO3

Question: Which value of E does entry 3 give?
Answer: -144576.246 eV